# 1
7 unconnected molecules or ions with the total composition C30H32Cl6N4O8, computed with ωB97M-V/def2-TZVPD.

Cartesian coordinates (Å):
O: 3.10 5.48 7.14
N: 3.35 4.78 6.22
O: 4.48 4.31 6.11
C: 2.39 4.43 5.25
C: 2.61 3.40 4.37
C: 1.59 2.97 3.52
C: 0.38 3.67 3.46
C: 0.06 4.55 4.51
C: 1.04 4.90 5.45
H: 3.54 2.86 4.36
H: 1.62 2.22 2.75
H: -0.25 3.31 2.67
H: -0.93 4.99 4.51
H: 0.89 5.58 6.27
O: -1.82 7.59 0.67
N: -2.39 7.18 1.68
O: -2.57 7.91 2.65
C: -2.85 5.78 1.73
C: -2.94 4.98 0.62
C: -3.36 3.67 0.76
C: -3.82 3.24 2.02
C: -3.75 4.00 3.15
C: -3.20 5.28 3.00
H: -2.55 5.34 -0.32
H: -3.38 3.01 -0.09
H: -4.16 2.22 2.12
H: -4.03 3.52 4.07
H: -3.13 5.81 3.93
O: 4.09 -5.81 1.59
N: 3.24 -5.15 1.02
O: 2.68 -4.23 1.60
C: 2.81 -5.68 -0.34
C: 1.85 -4.91 -1.04
C: 1.37 -5.43 -2.21
C: 1.82 -6.73 -2.62
C: 2.90 -7.37 -1.99
C: 3.42 -6.79 -0.86
H: 1.49 -4.01 -0.55
H: 0.65 -4.90 -2.82
H: 1.40 -7.24 -3.47
H: 3.31 -8.23 -2.50
H: 4.22 -7.33 -0.36
O: -1.71 -0.65 -3.64
N: -0.62 -1.10 -4.07
O: 0.35 -1.21 -3.39
C: -0.53 -1.52 -5.50
C: 0.62 -2.24 -5.95
C: 0.65 -2.69 -7.26
C: -0.46 -2.60 -8.11
C: -1.57 -1.93 -7.61
C: -1.61 -1.37 -6.36
H: 1.53 -2.12 -5.37
H: 1.53 -3.23 -7.60
H: -0.34 -2.88 -9.15
H: -2.32 -1.82 -8.37
H: -2.47 -0.82 -6.00
Cl: -2.07 0.30 1.44
C: -0.25 -0.22 1.36
C: 0.03 -1.07 0.13
Cl: -1.08 -2.47 -0.18
H: -0.10 -0.90 2.20
H: 0.42 0.61 1.58
H: 1.05 -1.47 0.14
H: 0.02 -0.40 -0.72
Cl: 2.76 -0.72 2.79
C: 4.08 -0.73 1.57
C: 4.17 0.62 0.89
Cl: 2.74 0.94 -0.10
H: 4.04 -1.56 0.86
H: 5.01 -0.76 2.14
H: 5.04 0.72 0.23
H: 4.26 1.50 1.52
Cl: -6.70 -2.13 -0.12
C: -4.90 -1.99 -0.20
C: -4.42 -0.93 -1.25
Cl: -5.01 0.60 -0.69
H: -4.57 -2.96 -0.57
H: -4.50 -1.81 0.80
H: -4.93 -1.28 -2.15
H: -3.34 -0.87 -1.32

* LUMO: -1.13 eV
* calculated total energy: -4744.037615 Ha
* energy above the lowest of the compared OMol25 structures with the same formula, charge and spin: 135.6 kJ/mol
* HOMO-LUMO gap: 8.77 eV
* F_max: 3.9 eV/A
* SMILES string: O=[N+]([O-])c1ccccc1.O=[N+]([O-])c1ccccc1.O=[N+]([O-])c1ccccc1.O=[N+]([O-])c1ccccc1.ClCCCl.ClCCCl.ClCCCl
* E_HOMO: -9.90 eV

---

# 2
C2H4N4 in the gas phase, computed with ωB97M-V/def2-TZVPD.

Cartesian coordinates (Å):
C: -1.28 -0.72 0.15
N: 0.05 -0.47 -0.46
N: 0.10 0.84 -0.69
C: 1.27 1.17 -0.22
N: 1.98 0.09 0.22
N: 1.18 -0.92 0.10
H: -1.18 -1.41 0.99
H: -2.01 -1.04 -0.59
H: -1.59 0.25 0.54
H: 1.49 2.21 -0.04

* LUMO: 0.55 eV
* calculated total energy: -297.561441 Ha
* energy above the lowest of the compared OMol25 structures with the same formula, charge and spin: 217.6 kJ/mol
* HOMO-LUMO gap: 11.39 eV
* F_max: 0.9 eV/A
* SMILES string: Cn1ncnn1
* E_HOMO: -10.83 eV

---

# 3
A molecular structure, C9H18BrOP, computed with ωB97M-V/def2-TZVPD.

Cartesian coordinates (Å):
C: 0.17 0.34 0.03
C: 0.55 -0.86 1.04
C: -0.07 -0.13 -1.39
C: -1.13 1.03 0.42
C: 1.45 1.25 -0.03
C: -0.52 -1.78 1.59
C: 1.49 -0.54 2.21
C: 0.26 0.89 -2.51
C: -1.08 -1.15 -1.87
O: 3.00 -1.45 -0.21
P: 1.55 -1.68 -0.44
Br: 1.16 -3.83 -0.72
H: -1.95 0.47 0.01
H: -1.20 2.07 0.03
H: -1.40 0.99 1.53
H: 1.15 2.20 -0.41
H: 2.36 1.08 -0.66
H: 1.88 1.51 0.96
H: -0.13 -2.63 2.07
H: -1.29 -2.07 0.95
H: -0.99 -1.10 2.40
H: 2.60 -0.54 2.08
H: 1.27 -1.35 2.99
H: 1.16 0.29 2.72
H: 0.23 0.37 -3.48
H: 1.33 1.41 -2.41
H: -0.38 1.76 -2.57
H: -1.17 -1.89 -0.97
H: -0.82 -1.60 -2.90
H: -2.02 -0.67 -2.07

* LUMO: -0.18 eV
* calculated total energy: -3344.259691 Ha
* energy above the lowest of the compared OMol25 structures with the same formula, charge and spin: 141.9 kJ/mol
* HOMO-LUMO gap: 7.97 eV
* F_max: 3.9 eV/A
* E_HOMO: -8.15 eV